A 2-piece molecular cluster, C2H10OSi3 overall at a distorted geometry. Source: the OMol25 dataset; level of theory: ωB97M-V/def2-TZVPD.

XYZ file:
```
16
Properties=species:S:1:pos:R:3
Si -1.948 -1.173 0.900
Si 1.066 -1.547 -0.666
Si 2.425 0.170 -0.029
O -3.415 -0.042 -1.164
C -2.445 0.142 -0.445
C -1.531 1.316 -0.603
H 0.585 -2.297 -1.782
H -0.887 0.877 -1.447
H -2.586 -1.084 2.279
H 1.768 -2.659 0.015
H 1.926 1.266 -0.941
H 3.933 0.002 -0.147
H 1.858 0.455 1.261
H -2.496 -2.421 0.342
H -0.804 1.584 0.264
H -1.887 2.347 -0.975
```

Properties
- Orbital gap (spin up / spin down): 6.6 / 6.6 eV
- Energy: -27911.2604 eV
- ΔE to the lowest compared entry with this formula, charge and spin: 2.569 eV
- Spin multiplicity: 1
- HOMO (spin up / spin down): -7.84 / -7.84 eV